Here is a molecular structure, C38H33AsNiOPSe2Te in a non-equilibrium geometry from the OMol25 dataset. Energies are from wB97M-V/def2-TZVPD.

Structure (XYZ):
```
78
Properties=species:S:1:pos:R:3:forces:R:3:mulliken_charge:R:1
Ni -0.027 -0.194 -0.012 0.328 0.823 1.600 1.810
Se -2.204 -0.668 -0.705 -0.729 0.418 -0.015 -0.368
P 1.322 1.391 -2.204 0.076 0.269 -0.617 -0.036
Se 1.975 -0.404 -1.008 0.507 -0.262 -0.183 -0.712
C 0.385 0.696 -3.623 0.004 -0.131 0.288 0.131
C -0.022 1.615 -4.588 0.019 -0.107 0.032 -0.538
C -0.765 1.200 -5.678 -0.055 0.063 -0.013 -0.629
C -1.121 -0.133 -5.808 -0.009 -0.087 -0.078 -0.638
C -0.723 -1.048 -4.850 -0.122 -0.018 -0.090 -0.675
C 0.014 -0.634 -3.755 0.166 -0.092 0.074 0.377
C 2.859 1.829 -3.121 -0.214 -0.185 0.363 0.664
C 3.307 3.143 -3.126 -0.115 -0.108 0.027 -0.232
C 4.438 3.483 -3.851 0.113 0.110 -0.034 -0.515
C 5.125 2.514 -4.561 0.033 0.034 0.038 -0.484
C 4.685 1.199 -4.546 -0.015 -0.127 0.023 -0.661
C 3.555 0.855 -3.829 0.048 0.069 -0.059 -0.508
H 0.253 2.655 -4.486 0.034 0.132 -0.027 0.379
H -1.073 1.914 -6.426 -0.025 0.093 -0.070 0.409
H -1.703 -0.461 -6.655 -0.047 -0.005 -0.105 0.411
H -0.987 -2.089 -4.961 -0.033 -0.111 -0.035 0.470
H 0.327 -1.362 -3.011 0.049 0.108 -0.099 0.269
H 2.770 3.900 -2.572 -0.037 0.061 0.073 0.371
H 4.789 4.505 -3.852 0.013 0.079 -0.021 0.407
H 6.012 2.776 -5.117 0.068 0.048 -0.058 0.390
H 5.227 0.438 -5.085 0.066 -0.059 -0.095 0.395
H 3.205 -0.168 -3.814 0.006 -0.074 -0.036 0.322
C -1.728 -3.553 -2.483 0.204 0.094 -0.230 -0.836
Te -1.036 -2.772 -0.596 -0.575 -1.666 -0.504 0.188
C -2.461 -4.166 0.235 -0.061 0.079 0.333 -1.146
C -2.866 -5.086 -0.875 -0.011 -0.164 -0.223 0.581
C -3.591 -6.244 -0.609 -0.021 -0.027 -0.035 -0.729
C -3.989 -7.073 -1.643 -0.046 0.001 0.192 -0.577
C -3.670 -6.750 -2.952 0.067 0.068 -0.155 -0.604
C -2.934 -5.610 -3.222 -0.060 -0.078 0.040 -0.701
C -2.528 -4.779 -2.184 -0.043 -0.208 0.061 0.460
H -0.869 -3.791 -3.110 0.083 0.095 0.027 0.536
H -2.331 -2.790 -2.986 0.231 0.144 0.272 0.503
H -3.322 -3.632 0.641 0.196 0.198 -0.016 0.474
H -1.977 -4.711 1.047 0.063 0.141 0.006 0.492
H -3.840 -6.496 0.411 -0.034 -0.031 0.111 0.451
H -4.546 -7.973 -1.426 -0.026 -0.013 0.009 0.403
H -3.986 -7.389 -3.763 -0.007 -0.061 -0.051 0.416
H -2.667 -5.365 -4.240 0.013 0.010 -0.095 0.460
O -0.024 -0.200 2.008 -0.168 -0.780 -1.470 -0.590
As 0.098 1.047 3.087 0.109 0.975 0.787 0.961
C 0.282 2.737 2.146 -0.054 -0.374 0.274 0.207
C 0.195 2.760 0.765 -0.300 -0.890 -0.276 -0.018
C 0.379 3.944 0.074 -0.102 0.061 -0.072 -0.768
C 0.612 5.114 0.776 -0.021 -0.020 -0.035 -0.654
C 0.663 5.104 2.161 0.061 0.027 0.103 -0.769
C 0.516 3.913 2.852 0.010 -0.137 0.113 -0.102
C 1.687 0.693 4.148 -0.473 0.135 -0.180 0.405
C 2.856 0.450 3.437 -0.144 0.048 -0.332 -0.515
C 4.021 0.139 4.116 -0.034 0.022 -0.067 -0.659
C 4.010 0.066 5.501 -0.020 -0.030 0.031 -0.460
C 2.842 0.304 6.208 -0.008 -0.004 0.056 -0.613
C 1.672 0.619 5.533 -0.278 0.143 -0.015 -0.188
C -1.514 1.110 4.168 0.499 -0.092 -0.248 0.207
C -2.404 2.174 4.096 0.201 0.151 -0.149 -0.267
C -3.589 2.117 4.812 -0.019 0.022 -0.030 -0.684
C -3.883 1.004 5.583 -0.018 0.026 -0.020 -0.447
C -2.997 -0.060 5.648 0.038 -0.068 0.006 -0.720
C -1.810 -0.009 4.938 0.271 -0.176 -0.067 -0.450
H -0.038 1.820 0.206 0.276 1.293 0.450 -0.080
H 0.331 3.948 -1.006 -0.011 -0.024 0.006 0.604
H 0.749 6.041 0.239 0.000 0.092 -0.030 0.428
H 0.829 6.025 2.700 0.036 0.040 0.062 0.405
H 0.581 3.888 3.933 0.032 0.091 0.030 0.495
H 2.835 0.498 2.351 0.129 -0.034 0.065 0.348
H 4.931 -0.049 3.566 0.054 -0.011 -0.030 0.417
H 4.916 -0.187 6.031 0.070 0.001 0.050 0.393
H 2.839 0.240 7.286 -0.003 0.004 0.066 0.412
H 0.753 0.808 6.076 0.079 -0.022 0.045 0.421
H -2.173 3.036 3.480 -0.052 -0.016 0.042 0.386
H -4.290 2.938 4.756 -0.026 0.055 0.004 0.416
H -4.813 0.961 6.128 -0.079 0.003 0.068 0.409
H -3.236 -0.930 6.242 0.005 -0.043 0.042 0.402
H -1.105 -0.837 4.957 -0.163 0.012 0.097 0.484
```
Forces are in eV/Å.

Values from the calculation:
Multiplicity: 3
Largest force on an atom, eV/A: 1.83
E_tot, Eh: -10699.184612
Expectation value of S²: 2.014
Charge: +1
HOMO level (alpha / beta), Ha: -0.3796 / -0.3795
E_LUMO (alpha / beta), hartree: -0.1006 / -0.1393
Gap between HOMO and LUMO (alpha / beta), Eh: 0.27897 / 0.24019

***

Here is a molecular structure, C37H48Br2F4MnN3OP in a non-equilibrium geometry from the OMol25 dataset. Energies are from wB97M-V/def2-TZVPD.

Structure (XYZ):
```
97
Properties=species:S:1:pos:R:3:forces:R:3:mulliken_charge:R:1
Mn 1.164 -1.102 -0.053 0.378 -1.183 -0.181 1.588
C 1.117 -3.330 -2.360 0.086 0.092 0.134 -1.176
N 1.742 -3.331 -1.036 0.073 0.032 -0.044 0.805
C 1.324 -4.529 -0.316 -0.192 -0.056 0.085 -1.372
C 3.204 -3.338 -1.117 0.166 0.428 -0.139 -1.283
C 3.766 -2.077 -1.765 -0.114 -0.180 0.031 -1.159
N 3.129 -0.915 -1.179 -0.894 -0.480 0.516 0.065
C 3.680 0.271 -1.411 0.349 0.858 -0.157 0.280
C 3.199 1.374 -0.659 -0.075 -0.295 0.024 -0.230
F 2.241 1.060 0.291 0.340 0.449 -0.170 0.049
C 3.628 2.668 -0.804 0.031 0.010 -0.023 -0.046
F 3.066 3.639 -0.056 0.018 -0.127 -0.012 -0.347
C 4.633 2.986 -1.704 -0.051 -0.248 -0.053 -0.766
C 5.163 1.935 -2.443 -0.136 0.243 0.171 0.151
F 6.145 2.207 -3.322 -0.167 -0.145 0.091 -0.351
C 4.716 0.634 -2.327 -0.140 -0.089 0.113 0.571
F 5.283 -0.292 -3.143 -0.117 0.160 0.127 -0.359
H 1.440 -4.192 -2.958 -0.027 -0.008 -0.040 0.304
H 1.372 -2.415 -2.890 0.053 0.051 -0.098 0.291
H 0.035 -3.363 -2.233 -0.034 -0.042 0.001 0.240
H 1.691 -5.442 -0.809 0.029 0.070 -0.001 0.469
H 0.238 -4.568 -0.274 -0.006 0.004 0.067 0.289
H 1.718 -4.502 0.700 -0.019 -0.012 0.037 0.337
H 3.563 -4.225 -1.662 -0.013 -0.014 0.035 0.389
H 3.583 -3.387 -0.092 -0.047 -0.087 0.005 0.393
H 3.630 -2.110 -2.854 0.028 -0.083 0.056 0.490
H 4.847 -2.059 -1.578 -0.122 -0.125 -0.102 0.537
H 4.985 3.994 -1.828 0.038 0.115 -0.011 0.512
Br -3.022 -4.074 1.068 0.058 -0.077 0.122 -0.162
C -1.721 -3.394 2.272 0.226 0.196 -0.663 -0.235
C -1.888 -3.591 3.631 0.285 0.134 0.574 -0.324
C -0.941 -3.133 4.516 -0.438 -0.270 0.255 -0.089
Br -1.260 -3.378 6.384 0.082 0.021 -0.220 -0.259
C 0.226 -2.486 4.069 -0.102 0.014 -0.263 0.903
C 1.247 -2.005 4.909 0.209 0.136 -0.222 -0.908
C 2.337 -1.385 4.358 -0.169 -0.047 0.142 -1.261
C 2.404 -1.225 2.969 -0.084 -0.124 -0.390 -0.400
N 1.458 -1.648 2.150 0.394 0.291 0.036 -0.200
C 0.377 -2.275 2.670 -0.282 -0.137 0.210 0.015
C -0.636 -2.686 1.723 -0.524 -0.270 0.266 -0.026
O -0.542 -2.408 0.485 0.606 0.444 -0.417 -0.118
H -2.774 -4.091 3.992 -0.016 -0.052 0.038 0.488
H 1.153 -2.126 5.977 0.023 -0.020 0.103 0.338
H 3.129 -1.001 4.978 0.112 0.023 0.043 0.440
H 3.252 -0.728 2.513 0.019 0.033 -0.042 0.573
C -5.108 -0.397 -0.935 -0.044 -0.157 -0.020 -0.780
C -4.095 -0.982 -1.914 -0.161 0.197 -0.031 -0.862
C -2.802 -0.155 -1.897 0.003 -0.043 -0.045 -0.782
C -2.532 0.460 -0.514 0.480 -0.106 0.117 0.397
C -3.064 -0.504 0.540 -0.061 0.064 0.133 -0.098
C -4.593 -0.544 0.502 -0.005 0.058 -0.062 -1.055
P -0.707 0.767 -0.275 -0.482 1.411 -0.096 0.192
C -0.216 1.929 -1.663 -0.043 -0.541 0.232 1.083
C 0.209 1.130 -2.896 0.331 -0.151 0.093 -0.417
C 1.027 2.015 -3.845 0.020 -0.023 0.031 -0.494
C 0.534 3.469 -3.817 -0.168 -0.078 -0.138 -0.758
C -0.953 3.515 -3.481 0.118 0.192 0.069 -0.910
C -1.207 3.033 -2.045 0.006 0.019 -0.068 -0.739
C -0.595 1.960 1.185 0.199 -0.394 -0.115 0.429
C -0.221 1.157 2.436 0.330 0.168 0.037 0.840
C -0.237 2.057 3.663 -0.039 -0.187 0.083 -1.143
C -1.667 2.506 3.987 -0.011 -0.025 -0.026 -0.951
C -2.547 2.534 2.731 0.024 0.176 0.012 -0.498
C -1.746 2.938 1.494 -0.196 -0.056 -0.116 -1.192
H -6.070 -0.902 -1.037 -0.043 0.103 -0.033 0.514
H -5.265 0.658 -1.174 -0.067 0.016 -0.040 0.302
H -4.509 -0.989 -2.923 0.040 -0.089 -0.021 0.515
H -3.893 -2.017 -1.637 0.046 -0.106 0.001 0.263
H -2.878 0.639 -2.643 0.124 -0.028 -0.059 0.438
H -1.960 -0.802 -2.166 -0.009 0.043 -0.133 -0.041
H -3.062 1.412 -0.411 0.131 0.012 -0.073 1.007
H -2.727 -0.233 1.540 0.057 -0.116 0.053 0.046
H -2.658 -1.485 0.307 0.046 -0.026 0.147 -0.512
H -5.010 0.256 1.120 -0.004 -0.036 0.072 0.266
H -4.932 -1.495 0.917 -0.003 0.023 0.074 0.469
H 0.691 2.408 -1.274 -0.010 -0.084 0.044 -0.081
H -0.673 0.752 -3.413 -0.031 -0.093 0.016 0.570
H 0.805 0.256 -2.575 -0.147 0.207 -0.255 -0.789
H 0.948 1.618 -4.860 0.074 -0.009 -0.006 0.521
H 2.081 1.984 -3.561 0.068 -0.051 -0.029 -0.129
H 0.707 3.934 -4.787 0.102 0.084 0.032 0.528
H 1.089 4.044 -3.074 0.051 0.070 0.027 0.256
H -1.490 2.878 -4.188 -0.075 0.037 -0.032 0.314
H -1.337 4.530 -3.595 -0.081 -0.047 -0.069 0.549
H -2.237 2.683 -1.976 -0.066 0.018 0.112 0.042
H -1.095 3.869 -1.350 -0.066 -0.004 0.008 0.368
H 0.285 2.564 0.928 -0.066 -0.142 -0.020 0.714
H 0.780 0.742 2.293 -0.205 0.009 0.060 -0.566
H -0.908 0.321 2.587 -0.005 -0.113 0.014 -0.240
H 0.398 2.923 3.464 0.070 0.030 0.033 0.359
H 0.190 1.521 4.513 0.068 0.100 0.039 0.412
H -1.642 3.495 4.448 -0.042 0.013 0.031 0.387
H -2.111 1.825 4.716 -0.011 0.029 0.052 0.367
H -3.366 3.241 2.877 -0.053 -0.093 -0.039 0.553
H -2.995 1.554 2.571 -0.086 -0.049 -0.015 -0.114
H -1.313 3.923 1.684 -0.001 0.060 -0.070 0.622
H -2.423 3.053 0.647 0.054 0.076 -0.047 0.386
```
Forces are in eV/Å.

Values from the calculation:
Multiplicity: 6
Largest force on an atom, eV/A: 1.49
E_tot, Eh: -8718.131651
Expectation value of S²: 8.755
Charge: 0
HOMO level (alpha / beta), Ha: -0.2673 / -0.2704
E_LUMO (alpha / beta), hartree: -0.0084 / -0.0119
Gap between HOMO and LUMO (alpha / beta), Eh: 0.25884 / 0.25845

***

Here is a single C5H9NO molecule from the OMol25 dataset. Energies are from wB97M-V/def2-TZVPD.

Structure (XYZ):
```
16
Properties=species:S:1:pos:R:3:forces:R:3:mulliken_charge:R:1
H 0.193 2.332 0.559 0.066 -0.025 -0.123 0.272
N 1.008 1.759 0.326 -0.326 -0.390 -0.317 -0.650
C 0.668 0.728 -0.345 0.317 0.238 0.290 0.575
C 1.745 -0.252 -0.743 0.104 -0.117 -0.080 -1.136
C -0.755 0.362 -0.718 -0.121 0.118 -0.111 -0.751
C -1.303 -0.763 0.193 0.008 -0.170 0.094 -0.529
C -0.803 -0.507 1.590 0.443 -0.178 0.214 0.105
O 0.091 -1.135 2.107 -0.658 0.279 -0.137 -0.468
H 2.423 -0.424 0.100 -0.152 0.086 -0.203 0.301
H 1.339 -1.217 -1.073 0.049 0.252 0.094 0.294
H 2.325 0.177 -1.570 -0.076 -0.108 0.136 0.365
H -0.790 0.020 -1.757 -0.019 0.060 0.061 0.270
H -1.398 1.243 -0.640 0.112 -0.024 0.036 0.377
H -0.974 -1.757 -0.121 0.068 0.183 0.002 0.315
H -2.398 -0.741 0.183 0.111 0.002 -0.039 0.334
H -1.253 0.380 2.091 0.074 -0.205 0.083 0.326
```
Forces are in eV/Å.

Values from the calculation:
Multiplicity: 1
Largest force on an atom, eV/A: 0.73
E_tot, Eh: -325.884401
Charge: 0
HOMO level, Ha: -0.3599
E_LUMO, hartree: 0.0292
Gap between HOMO and LUMO, Eh: 0.38905

***

Here is a single C3H5N3 molecule from the OMol25 dataset. Energies are from wB97M-V/def2-TZVPD.

Structure (XYZ):
```
11
Properties=species:S:1:pos:R:3:forces:R:3:mulliken_charge:R:1
C -1.769 -0.481 -0.376 -0.007 0.004 -0.032 -0.379
N -0.484 -0.259 -0.276 -0.182 -0.060 0.094 0.541
C 0.131 1.055 -0.456 0.233 0.123 0.164 -0.040
N 1.285 1.092 0.036 -0.398 -0.104 -0.208 -0.413
C 1.485 -0.257 0.588 0.317 -0.041 0.090 -0.240
N 0.432 -1.113 0.102 -0.138 0.201 0.176 -0.815
H -2.418 0.321 -0.691 0.134 -0.087 -0.135 0.204
H -2.122 -1.444 -0.038 -0.038 0.112 -0.180 0.300
H 1.377 -0.144 1.680 0.245 0.027 -0.011 0.251
H -0.405 1.860 -0.949 -0.027 -0.183 0.128 0.321
H 2.489 -0.630 0.380 -0.138 0.007 -0.087 0.269
```
Forces are in eV/Å.

Values from the calculation:
Multiplicity: 1
Largest force on an atom, eV/A: 0.46
E_tot, Eh: -281.478293
Charge: 0
HOMO level (alpha / beta), Ha: -0.2878 / -0.2877
E_LUMO (alpha / beta), hartree: 0.0174 / 0.0174
Gap between HOMO and LUMO (alpha / beta), Eh: 0.30518 / 0.30515

***

Question: Number 1 is which compound?
Answer: C38H33AsNiOPSe2Te